1.
Computed, not measured: C21H18F6IN6O4RhS5Se as an isolated structure, with ωB97M-V/def2-TZVPD.

```
63
Properties=species:S:1:pos:R:3:forces:R:3
C 0.280186 2.257480 3.033241 0.01 0.00 0.02
O 4.008703 -3.225672 1.005647 0.02 0.04 0.02
H 2.767770 1.577262 5.259711 -0.02 0.02 -0.01
C -2.984939 3.521310 -4.622913 -0.01 0.01 0.02
C 0.629180 0.998177 7.823497 0.02 0.01 -0.01
C 0.168486 2.031337 0.355929 0.08 -0.04 -0.12
H 2.354865 2.256598 7.601688 0.00 0.00 0.00
C -2.224140 3.085766 -6.855964 0.00 -0.01 -0.01
H -0.643735 -1.003018 5.401806 0.01 -0.01 0.00
S 0.813248 -1.324797 -4.125821 0.03 0.00 0.02
Se 1.393553 -0.358885 3.407359 0.15 0.10 0.04
H -2.845824 -0.790083 -2.045102 0.00 -0.03 -0.01
F 2.590274 -5.059944 2.807889 -0.03 0.00 0.00
S 2.594580 -3.127462 1.082441 -0.07 -0.15 -0.06
H -1.982789 0.027946 -0.229948 0.05 0.08 0.01
H -0.812507 1.480446 -7.075354 0.00 0.00 0.00
N 0.066953 0.985820 -3.353310 0.00 -0.08 -0.06
S 1.246306 -3.532556 -1.151417 0.21 0.27 -0.25
C -2.192045 2.488393 -4.150793 -0.01 -0.05 -0.04
C 2.156498 -3.807513 2.745583 0.05 0.01 -0.03
C -0.205473 0.073558 7.213840 -0.01 0.00 -0.02
H 0.352698 2.317708 4.107116 0.01 0.00 0.02
H -1.037907 0.734885 -1.427975 0.05 -0.04 -0.08
C 0.734034 -5.008923 -2.131975 -0.23 -0.11 0.34
H -0.410862 4.263903 2.800030 -0.02 -0.01 0.00
N -1.849408 -0.975037 -1.996863 0.05 0.00 0.07
H -1.026245 -0.365599 7.765333 -0.01 0.01 0.00
C 0.010026 -0.292698 5.891792 -0.05 0.07 0.00
S -1.120167 -1.193233 -6.395082 0.03 0.03 -0.02
F 0.136112 -4.570567 -3.230377 0.02 0.01 0.00
H 0.455516 1.287341 8.851673 0.01 -0.01 0.01
C 1.693841 1.547931 7.120348 -0.01 -0.01 0.03
C 0.836799 0.003633 -3.011320 -0.07 0.30 0.11
O 2.239334 -2.881017 -1.945371 -0.05 -0.17 -0.13
H 0.216866 1.934069 -0.718472 0.00 -0.02 0.00
C -1.423882 2.052096 -6.394310 0.01 0.03 0.01
C 0.628584 1.062942 2.398956 0.06 -0.02 0.05
F 2.778962 -3.088348 3.678130 0.02 -0.03 0.01
C 1.922735 1.175645 5.804874 0.06 -0.05 -0.04
C -0.379262 -0.506239 -5.092410 -0.06 -0.09 0.03
F -0.099246 -5.780584 -1.449385 -0.02 0.00 0.01
H -0.428629 4.064645 0.277481 0.00 0.00 0.00
C -0.163129 3.236413 0.917693 0.01 0.01 0.07
I -1.621654 -1.704697 1.754541 -0.07 -0.09 0.04
O 2.054847 -1.758283 0.988335 -0.07 0.01 0.11
C -0.140017 3.341993 2.302784 0.03 -0.02 -0.06
S 1.762798 0.117002 -1.541601 0.34 -0.36 -0.04
C 1.068389 0.268316 5.186560 -0.08 -0.05 0.03
N -0.583944 0.716270 -4.527048 0.06 0.06 -0.09
H -3.590572 4.090629 -3.930099 0.00 0.01 0.00
O -0.011862 -2.775027 -0.930395 0.31 0.16 -0.28
H -2.230204 3.318271 -7.912522 0.00 0.00 0.00
C -1.418059 1.755679 -5.040041 -0.05 -0.03 0.04
N 0.513574 0.928300 1.060389 -0.49 0.09 0.16
N 1.760862 -4.133238 0.194290 0.13 0.00 -0.03
Rh 0.322135 -0.889775 0.041771 -0.21 0.14 -0.06
N -1.293730 -0.136540 -0.967339 -0.15 -0.03 0.15
F 1.818018 -5.692854 -2.451219 0.00 -0.01 0.00
H -1.715753 -1.939407 -1.713497 -0.03 0.01 0.01
F 0.854273 -3.776932 2.957317 -0.01 0.00 0.03
H -3.626393 4.626715 -6.345809 -0.01 0.00 0.00
H -2.162727 2.249700 -3.096887 -0.01 0.01 0.01
C -3.005927 3.820742 -5.977425 0.00 0.00 0.01
```
Forces are in eV/Å.

2S+1: 1
HOMO level: -8.0 eV
E: -186135.28046 eV
energy above the lowest of the compared OMol25 structures with the same formula, charge and spin: 11.8 kcal per mole
frontier orbital gap: 6.86 eV

Löwdin population analysis, charges in e, atoms 1 to 2:
1. C -0.064
2. O -0.212

=====

2.
Computed, not measured: C33H32N2O4PtS2Sb as an isolated structure at a distorted geometry, with ωB97M-V/def2-TZVPD.

```
75
Properties=species:S:1:pos:R:3:forces:R:3
C -0.637502 -2.822047 2.946981 0.08 0.01 -0.22
H -0.580405 -3.352217 -5.719742 0.03 0.07 0.02
C -2.206164 4.497556 0.911390 0.15 0.09 -0.05
O 0.647723 -0.105700 1.378076 -0.29 0.20 0.08
H 3.435471 -0.554202 1.560037 0.02 -0.02 0.01
C 1.042532 -3.235839 -0.528460 -0.01 0.07 0.06
H 1.546623 0.242920 -6.701113 -0.04 -0.06 0.07
H 3.540132 -5.242912 0.580293 -0.04 0.07 -0.02
C 1.775841 -2.070858 -0.749498 0.13 -0.23 0.05
C -0.088690 -1.704825 3.799780 0.08 -0.27 -0.02
C -1.790427 -4.739152 1.391058 -0.12 -0.07 -0.16
C 0.646045 -0.956197 -3.659081 0.00 0.06 -0.27
C 3.780104 -3.195235 -0.027625 -0.10 -0.07 0.03
C 3.022330 1.600298 -1.234623 -0.14 0.17 -0.08
C -0.080050 -2.443274 -5.406091 0.04 0.06 0.03
C 2.725033 3.964840 -1.596003 -0.05 -0.08 0.00
C 1.115923 -0.420491 -5.958918 -0.01 -0.01 0.08
C 2.861719 0.128118 2.185602 0.00 0.12 0.05
H 3.135402 4.968208 -1.618395 -0.03 -0.08 0.00
C -1.104381 -5.122486 2.528329 0.03 -0.17 0.09
H -4.431125 6.568257 -0.564338 0.06 -0.01 0.03
C -2.134320 3.301148 1.600565 -0.21 0.00 0.16
C 0.476914 -1.589196 -6.353837 -0.01 0.00 0.06
C -3.483971 6.448725 -0.036377 -0.01 -0.03 0.00
C 1.384800 3.754472 -1.903398 0.07 -0.01 0.02
H 0.063638 -2.080150 4.805411 0.10 0.00 0.14
C -3.424531 5.128736 0.687066 -0.14 0.12 -0.04
O -4.197107 1.190759 3.963957 -0.20 -0.18 0.06
S -3.304940 1.155414 2.863260 0.38 0.15 0.21
H -2.671311 6.543487 -0.759020 -0.05 -0.02 0.05
H -0.028494 -3.257752 -0.719716 0.20 0.02 0.01
C 1.455728 -0.391113 2.298312 -0.26 -0.17 0.07
H -1.291556 4.955926 0.545485 -0.08 -0.03 0.04
H 2.836561 1.104542 1.701371 0.00 -0.08 0.05
H 0.408878 -1.836558 -7.407122 0.01 0.02 0.08
C 3.150877 -2.052395 -0.508122 -0.17 -0.20 -0.03
C -3.306299 2.721694 2.070966 -0.09 0.16 -0.14
H -0.194571 2.313636 -2.090941 -0.01 -0.01 -0.01
H 1.098360 -5.273392 0.132866 0.04 0.05 0.00
C 3.043134 -4.353077 0.210683 -0.01 0.12 -0.04
H -0.808802 -0.905014 3.860087 -0.27 0.23 0.00
H 4.586708 3.052603 -1.018129 -0.10 -0.01 -0.03
H -2.367424 -3.035680 0.198720 -0.05 0.05 -0.06
H 3.353655 0.209955 3.158088 -0.08 -0.02 -0.13
H -5.544043 5.020116 1.020023 0.06 -0.03 0.01
H 0.005858 -4.416109 4.232118 -0.03 0.00 -0.06
N 1.198516 -1.154287 3.364107 -0.11 0.30 -0.40
C 1.677799 1.392043 -1.543778 0.14 0.13 0.08
S -1.482534 -0.236489 -1.017724 -0.19 -0.42 0.11
C 3.541607 2.889571 -1.259007 -0.06 0.02 -0.01
H 0.746080 4.591290 -2.165334 0.07 -0.07 0.02
H -0.444375 -2.792879 -3.323696 -0.01 -0.01 0.01
Sb 0.737696 -0.476925 -1.623361 -0.04 0.11 -0.06
H 1.702859 0.817608 -4.303827 -0.04 -0.05 -0.01
H 3.675249 0.780257 -0.975638 0.01 -0.01 -0.02
C -0.000244 -2.129110 -4.055551 0.12 0.17 -0.13
C 1.202704 -0.096306 -4.608022 -0.07 -0.20 0.02
H 3.743766 -1.168709 -0.696248 0.00 -0.03 -0.06
C -4.539111 3.337207 1.872246 0.03 -0.08 0.04
H -2.281292 -5.466562 0.756099 0.02 0.03 0.04
H -1.040479 -6.167338 2.807636 0.00 0.04 -0.01
Pt -1.508318 -0.008068 1.279442 -0.04 0.67 0.60
H -5.446228 2.881915 2.260149 0.14 0.07 -0.06
O -3.611645 0.130300 1.807002 0.64 0.09 -0.85
C -4.586931 4.535284 1.179495 -0.01 0.01 0.00
N -1.274889 -2.456049 1.837312 -0.15 -0.62 0.07
C -1.849392 -3.391086 1.080685 0.18 0.11 0.28
C 1.675505 -4.372724 -0.041145 0.09 0.05 -0.01
H 4.849179 -3.182696 0.153654 -0.08 -0.01 -0.01
H -1.181857 2.838944 1.800134 0.11 -0.11 -0.04
O -1.868785 0.836009 3.209325 0.07 -0.09 -0.06
H -3.393922 7.276456 0.672372 -0.01 -0.05 -0.03
C 0.856106 2.469024 -1.874173 0.15 0.07 0.08
C -0.517693 -4.150212 3.320681 0.08 -0.07 0.20
H 1.956754 -1.242004 4.017193 0.10 -0.04 0.01
```
Forces are in eV/Å.

2S+1: 1
HOMO level (alpha / beta): -10.5 / -10.5 eV
net charge: +1
E: -77359.48549 eV
frontier orbital gap (alpha / beta): 7.51 / 7.51 eV

Löwdin population analysis, charges in e, atoms 1 to 2:
1. C -0.255
2. H 0.112

=====

3.
Computed, not measured: a 2-piece molecular cluster, C7H15N overall at a distorted geometry, with ωB97M-V/def2-TZVPD.

```
23
Properties=species:S:1:pos:R:3:forces:R:3
H -2.474623 -0.605416 -0.129713 0.09 -0.31 -0.05
H 0.476726 -2.678725 -2.061049 -0.03 -0.11 0.07
C -1.691898 0.127410 -0.240525 1.14 0.34 1.04
C 0.752733 -1.276049 -0.438161 0.81 -4.08 -2.18
H -0.601174 1.997799 2.865955 -0.07 0.00 0.11
H 0.094400 2.107814 -0.114323 0.04 -0.01 -0.03
H -0.794685 -2.849183 -0.829396 -0.09 0.12 -0.03
C 0.049725 1.587439 0.845047 0.87 -0.54 -0.36
H -1.549269 2.823427 1.621267 -0.09 0.02 0.03
H 0.077357 3.398798 2.034629 -0.08 -0.10 -0.02
H -1.690603 0.702895 -1.153149 -0.06 0.25 -0.12
N 1.213155 -1.805349 0.632313 0.63 0.56 -0.42
H 2.400198 0.071663 -0.638475 0.09 0.08 -0.04
C -0.728735 0.308557 0.697963 -2.89 1.39 -0.03
H 2.190668 -1.014040 -2.020339 -0.16 -0.29 0.15
C -0.547781 2.509962 1.907164 0.16 -0.10 -0.10
C 1.667461 -0.415910 -1.276410 -0.77 1.46 0.85
C -0.207300 -2.134411 -1.404850 1.02 0.86 0.99
H 1.082034 0.335304 -1.805744 0.11 0.19 -0.17
H 0.886177 -2.756045 0.796282 -0.86 0.37 0.29
H -0.843203 -0.229746 1.632098 0.28 -0.39 -0.10
H -0.840274 -1.528652 -2.052643 -0.04 0.07 0.20
H 1.078910 1.322459 1.132060 -0.11 0.22 -0.07
```
Forces are in eV/Å.

2S+1: 1
SMILES: CC(C)=N.C=CCC
HOMO level: -8.9 eV
E: -8990.22982 eV
energy above the lowest of the compared OMol25 structures with the same formula, charge and spin: 52.1 kcal per mole
frontier orbital gap: 9.89 eV

Löwdin population analysis, charges in e, atoms 1 to 2:
1. H 0.062
2. H 0.069

=====

4.
Computed, not measured: one molecule with the formula C4H8O3, with ωB97M-V/def2-TZVPD.

```
15
Properties=species:S:1:pos:R:3:forces:R:3
H -1.186019 1.622306 -2.284377 -0.08 -0.07 -0.13
H 0.385161 -1.188530 2.868687 0.27 0.03 -0.20
H 1.494263 0.932959 -0.406497 0.90 0.05 -0.39
H -2.512295 0.446671 -2.551835 0.25 -0.01 0.03
H -0.893749 0.419195 1.616047 -0.34 -0.26 0.17
H -0.819554 0.024990 -3.000177 -0.17 0.15 0.00
C -0.156006 0.317879 -0.370963 -0.15 0.17 0.31
O -1.297781 0.012293 -0.991083 0.13 0.26 -0.02
C -0.051935 0.380360 0.954821 -0.24 -0.32 0.24
H 2.153063 -1.276800 2.586828 -0.03 -0.02 0.01
C -1.456947 0.563507 -2.292565 -0.06 0.16 -0.30
C 1.185043 -1.123488 2.111540 0.20 -0.02 0.15
O 1.205827 0.182287 1.525235 -0.35 0.05 0.17
H 1.011258 -1.904898 1.354406 0.06 0.29 0.12
O 0.939672 0.591268 -1.120064 -0.38 -0.47 -0.16
```
Forces are in eV/Å.

2S+1: 1
SMILES: CO/C=C(\O)OC
HOMO level: -8.1 eV
E: -10418.05331 eV
energy above the lowest of the compared OMol25 structures with the same formula, charge and spin: 68.0 kcal per mole
frontier orbital gap: 9.01 eV

Löwdin population analysis, charges in e, atoms 1 to 2:
1. H 0.098
2. H 0.090